Here is C15H11Cl5N7Ru as an isolated structure in a non-equilibrium geometry from OMol25. Energies are from wB97M-V/def2-TZVPD.

Geometry as ORCA input:
```
! wB97M-V def2-TZVPD RIJCOSX def2/J DEFGRID3
* xyz 2 6
Ru -0.32 0.34 -0.95
N 3.87 0.44 -0.50
C 2.85 0.46 -1.35
N 1.71 0.46 -0.66
C 2.12 0.44 0.67
N 3.44 0.42 0.77
C 1.18 0.42 1.73
C 1.53 0.42 3.10
N 0.62 0.41 4.00
C -0.70 0.41 3.71
C -1.07 0.41 2.39
N -0.17 0.41 1.41
H 4.86 0.42 -0.68
H 2.94 0.49 -2.42
H 2.58 0.42 3.38
H -1.40 0.41 4.52
H -2.12 0.41 2.11
Cl -2.66 0.67 -1.29
C -2.10 2.30 -1.12
C -0.70 2.32 -1.06
C -0.10 3.59 -0.98
Cl 1.59 3.70 -0.91
C -0.88 4.76 -0.93
Cl -0.13 6.29 -0.84
C -2.29 4.67 -0.92
Cl -3.23 6.07 -0.82
C -2.93 3.40 -1.01
Cl -4.63 3.27 -0.95
C -0.63 -4.78 0.28
N -0.29 -4.08 -0.94
C -0.10 -4.85 -2.15
C -0.30 -2.80 -0.97
N -0.28 -1.64 -1.01
H 0.00 -5.67 0.37
H -1.67 -5.10 0.27
H -0.46 -4.14 1.15
H 0.50 -5.73 -1.93
H 0.41 -4.25 -2.90
H -1.06 -5.17 -2.55
*
```

Strongest force on any atom (eV/A): 3.6
Energy relative to the best compared isomer or geometry (same formula, charge and spin) (kcal/mol): 0.0
E_LUMO (spin up / spin down) (eV): -6.65 / -9.22
HOMO-LUMO gap (spin up / spin down) (eV): 6.4 / 5.5